1.
ORCA calculation (the ωB97M-V functional and the def2-TZVPD basis) on a structure of composition C22H23BrF3N5O2S4V.

Computed properties:
2S+1	2
electronic energy	-6686.28141	a.u.
LUMO energy (alpha / beta)	-8.50 / -7.81	eV
net charge	+2
ΔE to the lowest compared entry with this formula, charge and spin	25.7	kJ/mol
HOMO level (alpha / beta)	-14.14 / -14.14	eV

The geometry in XYZ format:
```
61
C22H23BrF3N5O2S4V the ωB97M-V functional and the def2-TZVPD basis
V -0.0678 -0.1832 -0.0804
C 3.9676 0.2448 -1.0253
C 3.7232 1.1936 0.1374
S 1.9864 1.4383 0.6670
C 1.5905 3.0000 -0.1497
C 1.4155 2.8253 -1.6455
S 0.0654 1.6446 -1.9258
C 0.5773 0.8206 -3.4706
C 0.1631 -0.6382 -3.5330
S 0.8235 -1.6297 -2.1664
C 2.5108 -1.8625 -2.8540
C 3.5457 -2.4096 -1.8932
S 3.8064 -1.4415 -0.3930
H 4.9689 0.4234 -1.4214
H 3.2445 0.4347 -1.8193
H 4.0926 2.1965 -0.0808
H 4.2433 0.8497 1.0319
H 2.3793 3.7200 0.0682
H 0.6780 3.3734 0.3174
H 2.3266 2.4503 -2.1109
H 1.1427 3.7666 -2.1224
H 1.6599 0.9253 -3.5426
H 0.1273 1.3742 -4.2946
H 0.5425 -1.0736 -4.4585
H -0.9152 -0.7560 -3.5512
H 2.8360 -0.9176 -3.2856
H 2.3683 -2.5681 -3.6741
H 4.4808 -2.5226 -2.4442
H 3.2655 -3.3996 -1.5306
Br -3.8937 -0.5133 1.2240
C -2.6802 -1.9480 1.3759
C -3.2113 -3.1697 1.7812
C -2.3598 -4.2377 1.9875
C -0.9944 -4.0445 1.8189
C -0.5724 -2.8022 1.4044
N -1.3820 -1.7637 1.1457
C 0.8729 -2.4889 1.2277
O 1.7744 -3.2464 1.3503
O 1.0353 -1.1619 0.9058
H -4.2773 -3.2625 1.9299
H -2.7542 -5.1976 2.2912
H -0.2636 -4.8218 1.9929
N -1.5833 -0.3992 -1.1387
C -2.4996 -1.0228 -1.5884
N -3.4277 -1.6022 -2.1310
C -4.1658 -2.5998 -1.6623
N -4.8051 -3.4658 -1.2540
F -1.7639 4.3235 4.8862
C -2.7066 3.8375 4.0769
F -3.5890 3.1617 4.8173
F -3.3312 4.8539 3.4869
C -2.0811 2.9076 3.0536
C -1.2456 1.8869 3.4896
C -0.6787 1.0528 2.5511
N -0.9286 1.1836 1.2372
C -1.7520 2.1551 0.8231
C -2.3371 3.0491 1.7003
H -1.0211 1.7519 4.5387
H 0.0030 0.2654 2.8416
H -1.9478 2.2070 -0.2394
H -2.9810 3.8326 1.3272
```


2.
ORCA calculation (the ωB97M-V functional and the def2-TZVPD basis) on a structure of composition C22H23BrF4N3PSr at a distorted geometry.

Computed properties:
2S+1	1
electronic energy	-4361.49303	a.u.
LUMO energy	-5.94	eV
net charge	+2
HOMO level	-14.16	eV

The geometry in XYZ format:
```
55
C22H23BrF4N3PSr the ωB97M-V functional and the def2-TZVPD basis
Sr -0.7334 0.0156 -0.7318
N -1.1009 2.4149 0.1710
C -0.3636 2.4520 1.4456
C -0.6939 1.2233 2.2850
N -0.1725 0.0145 1.6411
C -0.6992 -1.2165 2.2364
C -0.3224 -2.4209 1.3814
N -1.0312 -2.3784 0.0917
H -0.7935 3.2109 -0.3885
H -2.0840 2.6032 0.3782
H -0.6042 3.3513 2.0249
H 0.7104 2.4647 1.2248
H -1.7828 1.1284 2.3766
H -0.2758 1.3507 3.2905
H 0.8385 0.0099 1.7960
H -1.7921 -1.1359 2.2926
H -0.3143 -1.3627 3.2527
H -0.5504 -3.3369 1.9390
H 0.7556 -2.4049 1.1846
H -2.0085 -2.6172 0.2702
H -0.6761 -3.1411 -0.4853
F 6.2603 0.2032 -4.3356
C 4.9694 0.1231 -4.1012
C 4.0528 0.0548 -5.1525
F 4.4761 0.0525 -6.4009
C 2.6910 -0.0120 -4.8662
F 1.8161 -0.0774 -5.8659
C 2.1982 -0.0268 -3.5604
P 0.3725 -0.0060 -3.3272
C -0.2242 -1.4719 -4.1978
C -1.5820 -1.4991 -4.5192
C -2.1071 -2.5915 -5.1834
C -1.2928 -3.6764 -5.4816
C 0.0385 -3.6789 -5.0953
C 0.5798 -2.5785 -4.4522
C -0.0885 1.4682 -4.2857
C 0.1346 2.6926 -3.6504
C -0.1658 3.8744 -4.3008
C -0.7131 3.8390 -5.5768
C -0.9397 2.6246 -6.2060
C -0.6262 1.4344 -5.5685
C 3.1369 0.0162 -2.5328
Br 2.6506 -0.0641 -0.7078
C 4.4995 0.0930 -2.7897
F 5.3404 0.1310 -1.7687
H -2.2152 -0.6514 -4.2675
H -3.1455 -2.5972 -5.4784
H -1.6989 -4.5263 -6.0071
H 0.6638 -4.5335 -5.3000
H 1.6215 -2.5754 -4.1587
H 0.5712 2.7080 -2.6503
H 0.0370 4.8214 -3.8233
H -0.9585 4.7624 -6.0779
H -1.3528 2.6024 -7.2034
H -0.7949 0.4907 -6.0663
```


3.
ORCA calculation (the ωB97M-V functional and the def2-TZVPD basis) on a structure of composition C22H23BrN7O3ReS.

Computed properties:
2S+1	2
electronic energy	-4510.83784	a.u.
LUMO energy (alpha / beta)	-9.64 / -10.37	eV
net charge	+3
ΔE to the lowest compared entry with this formula, charge and spin	23.4	kJ/mol
HOMO level (alpha / beta)	-17.61 / -17.48	eV

The geometry in XYZ format:
```
58
C22H23BrN7O3ReS the ωB97M-V functional and the def2-TZVPD basis
Re 0.2618 0.0214 -0.0680
C -2.3953 -1.4592 3.2618
C -1.8215 -0.9320 1.9920
N -0.5827 -0.5543 1.8711
N 0.1942 -0.5631 3.0190
C 1.1250 0.3941 3.1282
N 1.8509 0.5104 4.2170
S 1.3200 1.4304 1.7778
C -2.6284 -0.6960 0.7961
C -3.9933 -0.9189 0.7391
C -4.6916 -0.5750 -0.4122
C -3.9904 -0.0096 -1.4615
C -2.6220 0.1843 -1.3362
N -1.9420 -0.1542 -0.2380
H -1.7479 -2.1982 3.7346
H -3.3463 -1.9520 3.0948
H -2.5570 -0.6388 3.9676
H 0.0336 -1.2753 3.7165
H 1.6726 -0.0329 5.0509
H 2.5373 1.2473 4.2919
H -4.5182 -1.3497 1.5778
H -5.7581 -0.7421 -0.4786
H -4.4808 0.2870 -2.3782
H -2.0570 0.6235 -2.1464
C 4.6539 0.4069 -0.1089
C 3.2913 0.6907 -0.6469
O 2.3438 -0.0966 -0.3589
N 3.1254 1.7646 -1.3906
C 1.9292 2.0931 -2.1565
C 0.8281 2.8101 -1.4150
C 0.6656 4.1664 -1.6502
C -0.3862 4.8614 -1.0741
C -1.2706 4.1666 -0.2680
C -1.0521 2.8231 -0.0581
N -0.0260 2.1447 -0.6051
H 4.6738 -0.5885 0.3242
H 4.8980 1.1397 0.6636
H 5.4104 0.4814 -0.8898
H 3.9460 2.3276 -1.5649
H 1.5542 1.1874 -2.6288
H 2.2520 2.7496 -2.9604
H 1.3578 4.6736 -2.3081
H -0.5139 5.9195 -1.2606
H -2.1153 4.6502 0.2015
H -1.7093 2.2586 0.5881
Br 1.7679 -2.9117 1.8381
C 0.9784 -3.2086 0.1619
C 0.9741 -4.5185 -0.3061
C 0.5327 -4.7773 -1.5872
C 0.1535 -3.6991 -2.3804
C 0.1769 -2.4430 -1.8248
N 0.5357 -2.1715 -0.5489
C -0.1233 -1.2547 -2.6704
O -0.4377 -1.2810 -3.8134
O 0.0093 -0.1073 -1.9672
H 1.3363 -5.3071 0.3378
H 0.5192 -5.7875 -1.9742
H -0.1422 -3.8099 -3.4147
```


4.
ORCA calculation (the ωB97M-V functional and the def2-TZVPD basis) on a structure of composition C22H23Cl2N6O5PSY.

Computed properties:
2S+1	1
electronic energy	-3255.20971	a.u.
LUMO energy	-2.37	eV
net charge	+1
ΔE to the lowest compared entry with this formula, charge and spin	16.2	kJ/mol
HOMO level	-9.92	eV

The geometry in XYZ format:
```
61
C22H23Cl2N6O5PSY the ωB97M-V functional and the def2-TZVPD basis
Y 0.4526 1.2877 0.0579
O 0.9726 4.5390 3.1199
C 1.2702 3.6039 2.2466
O 0.5654 2.6233 2.0636
C 2.5364 3.8835 1.4864
O 2.9916 2.6862 0.9169
C 3.6007 2.8640 -0.3635
C 2.5540 3.0231 -1.4745
O 2.9308 3.1842 -2.6115
O 1.3243 2.9133 -1.0650
H 0.1191 4.3372 3.5374
H 3.2771 4.3239 2.1590
H 2.2733 4.6313 0.7283
H 4.1739 1.9589 -0.5613
H 4.2873 3.7121 -0.3669
C 2.9862 -3.6822 1.8195
N 2.8003 -2.2372 1.7620
C 3.5473 -1.3128 2.4357
C 3.0592 -0.0893 2.0819
N 2.0276 -0.2537 1.1993
C 1.8906 -1.5610 1.0227
P 0.6624 -2.3812 -0.0332
C 0.9652 -1.4142 -1.5505
N 1.4229 -0.1663 -1.6218
C 1.5231 0.1422 -2.9526
C 1.1252 -0.9359 -3.6853
N 0.7826 -1.9134 -2.7926
C 0.1772 -3.1881 -3.1465
C -0.8279 -1.6046 0.6930
N -0.9094 -0.4244 1.3021
C -2.1969 -0.3076 1.7452
C -2.8995 -1.4220 1.3969
N -2.0251 -2.2364 0.7342
C -2.3885 -3.5003 0.1101
H 3.7508 -3.8986 2.5596
H 3.3094 -4.0640 0.8534
H 2.0613 -4.1723 2.1146
H 4.3490 -1.5974 3.0940
H 3.3946 0.8847 2.3862
H 1.8559 1.1132 -3.2853
H 1.0530 -1.0861 -4.7482
H 0.5552 -3.5018 -4.1156
H -0.9061 -3.0808 -3.1986
H 0.4392 -3.9399 -2.4057
H -2.5391 0.5646 2.2754
H -3.9272 -1.6979 1.5575
H -3.1259 -4.0025 0.7310
H -1.5092 -4.1344 0.0255
H -2.8097 -3.3166 -0.8774
Cl -1.9431 3.0142 0.3207
C -3.2899 2.0262 -0.2248
C -4.5314 2.3226 0.3035
C -5.6154 1.5420 -0.0604
C -5.4291 0.4814 -0.9325
C -4.1710 0.2142 -1.4420
Cl -4.0069 -1.1569 -2.4972
C -3.0405 0.9830 -1.1192
S -1.4706 0.6509 -1.7995
H -4.6450 3.1532 0.9862
H -6.5989 1.7601 0.3314
H -6.2610 -0.1442 -1.2256
```


> The highest electronic energy belongs to which entry?

C22H23Cl2N6O5PSY